# 1
55
Properties=species:S:1:pos:R:3:forces:R:3:nbo_charge:R:1 method="wB97M-V/def2-TZVPD" e_tot_ev=-34978.999 e_above_lowest_kj_mol=205.21 homo_lumo_gap_ev=8.59
O -3.1148 -4.6493 -0.8647 0.341 0.180 -0.174 -0.4807
O -1.1157 -4.2306 -2.4577 -0.273 0.064 0.306 -0.4803
O 2.6505 1.2561 -1.2268 0.045 -0.041 0.472 -0.5198
O -0.2050 2.4809 -0.7400 -0.040 0.219 -0.261 -0.6548
O 2.1474 0.2335 1.4092 0.353 0.352 -0.005 -0.5191
N -0.3969 0.8779 0.8221 0.122 -0.443 -0.161 -0.4499
C -0.7547 -1.2886 -0.2482 -0.238 0.038 0.130 0.0414
C -4.2210 -4.9253 -0.0441 -0.170 -0.028 0.140 -0.2497
C 0.1707 -0.1134 -0.0678 0.310 0.059 -0.195 -0.1231
C 2.8328 4.2884 0.8595 0.039 0.086 -0.015 -0.2276
C 2.4082 2.3885 2.2344 0.010 -0.137 -0.164 -0.2623
C -0.5375 2.1525 0.3854 -0.207 0.164 0.282 0.7176
C 1.5471 -0.6208 0.4661 -0.237 -0.417 -0.241 -0.0706
C 2.4709 1.8158 -2.5088 -0.071 0.136 -0.227 -0.2574
C 2.8239 3.4715 -0.2565 0.045 -0.094 -0.087 -0.2586
C -1.2907 -3.3025 -1.4772 -0.053 -0.128 -0.015 0.2725
C -2.3822 -3.5306 -0.6075 0.014 -0.077 -0.086 0.2715
C 2.6173 2.1014 -0.1508 0.082 -0.101 0.103 0.2294
C -1.0958 3.1564 1.3806 0.061 0.284 -0.266 -0.5041
C 2.3801 1.5541 1.1221 0.091 0.064 0.046 0.3204
C -2.1360 -0.5461 1.7165 0.144 0.138 0.063 -0.4261
C 2.6374 3.7451 2.1146 -0.032 0.051 0.038 -0.2349
C -1.0429 4.5661 0.8063 -0.024 -0.181 0.042 -0.5968
C -1.8198 -1.5122 0.6063 0.183 0.091 -0.098 -0.0454
C -2.6268 -2.6331 0.4133 -0.037 -0.218 -0.159 -0.2798
C -0.9158 0.3159 2.0453 -0.401 -0.032 0.195 -0.2083
C -0.0520 -4.0534 -3.3588 0.164 0.035 -0.126 -0.2501
C -0.4987 -2.1883 -1.2827 -0.066 -0.201 -0.080 -0.3065
H -0.1528 -3.1207 -3.9237 0.010 -0.022 0.029 0.1747
H 2.3357 0.9698 -3.1823 0.014 0.082 -0.005 0.1924
H 2.2359 1.9356 3.1990 -0.028 -0.082 0.099 0.2200
H -3.9229 -5.0780 0.9989 -0.011 0.024 -0.037 0.1736
H -4.9701 -4.1277 -0.0937 0.038 -0.021 0.014 0.1742
H -1.4666 5.2792 1.5094 -0.030 0.069 0.060 0.2023
H 2.9978 5.3487 0.7407 0.020 0.084 -0.018 0.2137
H 2.2127 -0.8079 -0.3813 -0.120 -0.049 0.136 0.2011
H 2.9841 3.9126 -1.2267 -0.005 0.001 -0.120 0.2199
H -0.0115 4.8397 0.6000 0.042 0.072 -0.047 0.2214
H -2.4632 -1.0866 2.6068 -0.032 -0.001 0.016 0.2145
H -0.1061 -4.8970 -4.0451 0.050 0.078 0.021 0.2012
H -2.1283 2.8893 1.6189 0.021 -0.086 0.123 0.2167
H -0.1340 -0.3035 2.4948 -0.016 0.076 0.056 0.2062
H -3.4557 -2.7860 1.0867 -0.119 -0.081 0.054 0.2148
H 2.6478 4.3714 2.9936 0.008 0.051 0.084 0.2137
H 0.9166 -4.0646 -2.8475 -0.035 0.015 -0.014 0.1742
H 3.3490 2.3861 -2.8281 -0.030 -0.030 0.019 0.1719
H -0.4998 3.1125 2.2946 -0.098 -0.106 0.052 0.2254
H 0.3358 -1.9888 -1.9351 0.107 -0.032 -0.169 0.2167
H -1.1783 1.0995 2.7533 0.084 -0.039 -0.027 0.2188
H 1.4067 -1.5579 1.0150 0.003 0.127 -0.089 0.1894
H -4.6516 -5.8468 -0.4325 -0.008 0.065 0.065 0.2011
H -2.9596 0.1017 1.3982 -0.014 0.033 0.097 0.2106
H 0.3265 0.3922 -1.0256 -0.030 -0.143 0.217 0.2583
H -1.5984 4.6123 -0.1265 -0.013 0.072 -0.064 0.2175
H 1.5811 2.4505 -2.5292 0.035 -0.022 -0.008 0.2086

=====

# 2
18
Properties=species:S:1:pos:R:3:forces:R:3:nbo_charge:R:1 method="wB97M-V/def2-TZVPD" e_tot_ev=-86555.440 total_charge=+4 s2=24.820 e_above_lowest_kj_mol=137.76 homo_lumo_gap_ev="8.10 / 4.75" spin_multiplicity=10
Rh 0.4264 1.4100 -4.4827 -1.661 -2.083 6.922 1.1322
Fe -0.0455 -0.3016 0.3603 -0.167 -1.049 -1.436 1.3191
Cl -0.0307 0.9354 -1.4707 0.028 -0.145 -0.805 -0.4696
Cl 0.9637 -0.7438 -3.6765 -0.043 -0.358 1.139 0.1259
S -0.4717 -2.1145 1.7378 -0.575 -0.087 0.285 -0.1101
O 0.4676 1.4416 2.6840 0.937 -1.108 -5.020 -0.3320
O 1.5110 0.4366 -7.0777 -1.842 1.772 4.136 -0.1700
O 0.1557 3.7531 -6.3380 0.506 -4.859 3.915 -0.1529
N -1.3707 -0.5086 3.7240 0.252 1.050 0.925 -0.3775
N -0.0288 -2.2781 4.2820 -1.173 1.521 0.418 -0.3534
C -0.6368 -1.5296 3.3594 0.701 -1.212 -2.021 0.2512
C 0.2273 2.8866 -5.5549 -1.638 10.591 -6.119 0.4156
C 1.0837 0.8286 -6.0790 4.611 -4.686 -10.386 0.3988
C 0.5943 1.0849 1.5829 -0.264 2.558 6.690 0.4378
H -1.7589 0.1267 3.0280 -0.443 -0.072 0.114 0.4666
H -1.3825 -0.1938 4.6990 -0.530 0.061 0.301 0.4808
H 0.4651 -3.0574 3.9556 1.506 -1.833 -0.424 0.4688
H -0.1691 -2.1760 5.2664 -0.204 -0.060 1.367 0.4689

=====

# 3
25
Properties=species:S:1:pos:R:3:forces:R:3:nbo_charge:R:1 method="wB97M-V/def2-TZVPD" e_tot_ev=-11609.280 e_above_lowest_kj_mol=479.64 homo_lumo_gap_ev="7.59 / 7.59"
O -0.8240 -2.0886 -0.6005 -0.023 0.229 -0.011 -0.7575
O -0.9734 -0.0984 -1.7160 0.081 -0.172 0.182 -0.7147
C 2.4761 0.2327 1.0401 -0.029 0.040 0.067 -0.7014
C -0.5418 0.2246 1.0166 0.126 -0.276 -0.482 -0.5231
C 1.6344 0.0320 -1.3406 0.214 -0.006 0.124 -0.7746
C 1.6753 -0.4555 -0.0060 -0.346 0.155 -0.106 0.1455
C -0.6189 1.6986 0.6933 -0.016 -0.021 0.080 -0.6466
C -1.2981 -0.7594 -0.6839 0.172 0.095 0.051 0.7143
C -2.7596 -0.7123 -0.2711 0.123 -0.007 0.029 -0.6760
H 1.3679 -1.4755 0.1813 0.000 -0.024 -0.003 0.2198
H 0.2851 2.0579 0.1949 0.014 -0.005 -0.016 0.1919
H 2.2855 -0.1399 2.0456 -0.001 -0.001 -0.062 0.2282
H -1.4319 -0.1522 1.5108 -0.028 0.013 -0.002 0.2074
H 0.2585 -0.0183 1.7035 0.042 0.033 0.080 0.1873
H 3.5380 0.0661 0.8173 -0.084 -0.014 -0.039 0.2480
H -0.3403 -2.2424 -1.4223 -0.049 0.063 0.008 0.4743
H 2.3186 1.3137 1.0184 -0.022 -0.036 -0.032 0.2366
H 1.8309 -0.7270 -2.1029 -0.055 0.005 0.050 0.2523
H -1.4453 1.9179 0.0161 0.005 -0.020 0.002 0.2166
H -0.7541 2.3064 1.5954 0.006 -0.014 -0.060 0.2058
H -3.0753 0.3122 -0.0867 0.035 -0.002 0.012 0.2200
H 2.1945 0.9485 -1.5180 -0.002 -0.025 0.045 0.2228
H 0.4822 0.1974 -1.5873 -0.224 -0.048 0.086 0.3801
H -2.9428 -1.3285 0.6076 0.020 0.021 -0.018 0.2160
H -3.3415 -1.1100 -1.1055 0.040 0.016 0.016 0.2268

=====

# 4
60
Properties=species:S:1:pos:R:3:forces:R:3:nbo_charge:R:1 method="wB97M-V/def2-TZVPD" e_tot_ev=-35393.726 total_charge=+1 homo_lumo_gap_ev=9.61
O 4.1307 4.2691 0.4427 -0.076 -0.024 0.092 -0.5014
O 3.3655 6.2800 1.0307 -0.020 -0.070 -0.124 -0.4860
O 5.4527 5.6642 1.6281 0.064 -0.007 0.027 -0.5441
O -1.9895 2.7032 -2.0721 -0.760 0.985 -0.261 -0.5159
O -0.4531 1.7933 -0.7427 0.004 -0.853 0.653 -0.7324
N 2.3196 -0.7827 1.2139 -0.390 0.023 -0.025 -0.8472
N 0.4819 -2.3695 -1.1286 -0.677 0.731 -0.522 -0.2883
N 0.5508 -0.4578 -2.1511 -0.087 -0.716 0.216 -0.4654
N -2.8150 0.4721 2.5701 0.302 0.155 -0.530 -0.8255
C 1.7817 -1.7719 2.1655 0.294 0.048 0.044 -0.2291
C 0.9060 -3.6276 -0.4971 0.135 0.281 0.519 -0.2208
C 2.4364 5.7452 0.0826 -0.031 0.096 0.096 -0.0952
C -1.8241 0.3442 -2.1318 0.980 0.277 -0.022 -0.5646
C -3.3649 -2.4085 -1.1690 -0.113 0.096 0.349 -0.4056
C 2.7238 4.2631 0.1697 -0.072 -0.061 -0.247 0.0663
C -4.3577 -1.6361 -0.2552 0.343 0.276 -0.252 -0.4068
C -1.4531 1.7371 -1.6599 0.182 -0.281 0.029 0.7890
C -0.8415 -1.8940 -1.1882 0.460 0.712 -0.121 0.1790
C 2.4061 3.4747 -1.0770 0.267 -0.181 -0.061 -0.6293
C 2.0550 -3.2365 1.7584 -0.090 0.550 0.029 -0.4072
C -0.7820 -0.6706 -1.8125 -0.127 -0.680 0.162 0.1387
C -2.9560 -0.0013 1.1757 -0.287 -0.249 0.637 -0.2268
C 2.2226 -3.4826 0.2669 0.004 -0.656 -0.051 -0.4260
C 4.4262 5.4330 1.0910 -0.034 0.023 0.018 0.9652
C 1.2729 -1.4875 -1.7296 0.056 -0.643 0.258 0.2671
C -3.8920 -1.1993 1.1308 -0.178 -0.243 -0.034 -0.4127
C -1.9630 -2.7059 -0.6221 0.332 -0.187 -0.419 -0.4495
H -2.7655 0.1327 -1.6471 -0.229 -0.235 0.017 0.2829
H -1.9891 -0.2786 0.7513 0.137 0.214 -0.230 0.1573
H -3.8182 -3.3629 -1.4091 -0.045 -0.187 0.016 0.2321
H 2.2226 3.8243 1.0396 -0.037 0.071 0.023 0.1705
H 3.0778 3.7524 -1.8894 -0.029 0.128 0.012 0.2323
H 2.6062 0.0513 1.7099 0.192 -0.027 0.066 0.3762
H 0.9176 -4.4366 -1.2189 0.093 0.094 -0.350 0.2329
H 2.8661 -2.7220 -0.1582 0.092 0.153 -0.046 0.2284
H 1.3771 3.6503 -1.3896 -0.022 0.043 0.019 0.2199
H -0.7039 2.4020 -0.0365 0.176 0.471 -0.212 0.5141
H -3.4427 -2.0333 1.6691 0.071 -0.110 0.119 0.1942
H -1.8998 -2.6787 0.4636 -0.169 0.047 0.154 0.2376
H 2.9565 -3.5724 2.2585 0.191 -0.026 0.031 0.2276
H 2.6686 6.1556 -0.9031 -0.022 -0.078 -0.049 0.1895
H 2.7629 -4.4174 0.1434 0.035 -0.145 -0.033 0.2374
H 2.2786 -1.6134 3.1169 0.007 0.056 0.170 0.2133
H -4.7739 -0.9429 1.7101 -0.122 0.120 0.095 0.2360
H -2.8498 1.4833 2.5706 -0.083 0.033 0.221 0.3607
H -1.7214 -3.7296 -0.9014 -0.033 -0.193 0.070 0.2357
H 1.5601 -0.4677 0.6198 0.042 0.059 -0.074 0.3376
H 1.4172 6.0089 0.3548 0.070 0.087 0.137 0.2050
H -4.6950 -0.7447 -0.7869 -0.075 0.121 -0.059 0.1995
H -3.4099 0.8042 0.5991 0.094 0.078 -0.259 0.1812
H 2.3294 -1.6465 -1.8235 0.157 0.338 -0.162 0.2570
H 0.9479 0.3332 -2.6314 -0.098 0.154 0.011 0.4528
H 2.5342 2.4055 -0.8975 -0.018 0.009 0.026 0.2074
H -5.2479 -2.2435 -0.1474 -0.139 -0.133 0.091 0.2315
H 0.7212 -1.6106 2.3638 -0.189 -0.043 -0.117 0.1655
H -1.9022 0.2319 2.9348 -0.044 -0.107 0.144 0.3541
H -3.2629 -1.9134 -2.1278 -0.023 0.101 -0.194 0.2061
H -1.9742 0.4340 -3.2031 -0.255 -0.129 -0.171 0.2688
H 0.1330 -3.8651 0.2230 -0.177 -0.101 0.040 0.2234
H 1.2396 -3.8383 2.1532 -0.028 -0.265 0.034 0.2061